[1]
The following is a quantum chemistry calculation of 6 unconnected molecules or ions with the total composition C15H35BrN5O5 at a distorted geometry, from OMol25.

LUMO = 2.63 eV
HOMO = -6.7 eV
total charge = -1
energy above the lowest of the compared OMol25 structures with the same formula, charge and spin = 0.0 kJ/mol

Atoms and positions in Å:
Br 17.18 -22.21 31.80
C 15.11 -19.52 33.19
C 14.38 -18.43 32.34
O 13.36 -17.92 32.82
N 14.66 -18.27 31.07
C 13.96 -17.53 30.10
H 15.16 -20.56 32.91
H 14.89 -19.70 34.37
H 16.21 -19.40 33.17
H 15.57 -18.63 30.66
H 13.58 -16.57 30.46
H 13.14 -17.96 29.56
H 14.69 -17.50 29.25
C 20.23 -21.02 29.40
C 19.99 -22.33 28.60
O 20.41 -22.54 27.45
N 19.42 -23.31 29.25
C 19.11 -24.67 28.77
H 19.18 -20.70 29.78
H 20.45 -20.14 28.78
H 20.97 -20.81 30.05
H 18.98 -23.13 30.04
H 18.10 -25.04 28.97
H 20.02 -25.28 29.01
H 19.04 -24.47 27.60
C 14.58 -25.41 30.54
C 13.61 -24.23 30.31
O 12.53 -24.31 29.76
N 13.96 -23.00 30.78
C 13.21 -21.78 30.52
H 14.58 -25.67 31.55
H 15.65 -25.28 30.40
H 14.40 -26.16 30.07
H 14.86 -22.87 30.94
H 13.65 -20.79 30.87
H 12.24 -21.84 31.02
H 13.05 -21.77 29.53
C 19.90 -22.59 34.39
C 19.14 -23.48 35.45
O 19.59 -23.81 36.54
N 17.83 -23.76 35.03
C 16.73 -24.17 35.92
H 20.84 -23.13 33.90
H 20.34 -21.65 34.88
H 19.12 -22.16 33.65
H 17.48 -23.48 34.02
H 16.86 -25.03 36.69
H 15.73 -24.49 35.36
H 16.40 -23.38 36.44
C 18.41 -17.94 31.52
C 17.65 -18.20 30.31
O 17.91 -17.41 29.40
N 16.88 -19.26 30.16
C 16.20 -19.73 29.02
H 17.67 -18.12 32.34
H 18.90 -17.00 31.55
H 19.26 -18.62 31.60
H 17.11 -19.99 30.90
H 16.54 -20.60 28.59
H 16.07 -19.12 28.07
H 15.15 -20.06 29.47

[2]
The following is a quantum chemistry calculation of C6H11NO in the gas phase at a distorted geometry, from OMol25.

LUMO = 1.03 eV
HOMO = -7.7 eV
structure (SMILES) = C=C[C@@H](O)/C(N)=C\C
energy above the lowest of the compared OMol25 structures with the same formula, charge and spin = 322.4 kJ/mol

Atoms and positions in Å:
C 0.43 -0.19 -1.41
C -0.99 -0.46 -1.75
C 1.01 -0.25 -0.16
N 2.42 -0.16 -0.05
C 0.37 -0.66 1.12
C -0.17 0.96 1.05
C -1.44 1.18 1.37
O -0.65 -1.57 1.17
H -1.19 -1.50 0.37
H 1.03 0.27 -2.19
H 2.87 0.10 -0.91
H 2.75 0.37 0.74
H 1.07 -0.82 1.94
H 0.55 1.76 1.13
H -1.23 -0.03 -2.72
H -1.20 -1.53 -1.81
H -1.68 -0.01 -1.02
H -2.15 0.38 1.53
H -1.79 2.18 1.60

[3]
The following is a quantum chemistry calculation of 18 unconnected molecules or ions with the total composition H37O18 at a distorted geometry, from OMol25.

LUMO = -2.70 eV
HOMO = -12.8 eV
total charge = +1
energy above the lowest of the compared OMol25 structures with the same formula, charge and spin = 564.8 kJ/mol

Atoms and positions in Å:
O -0.17 0.23 -1.02
H 2.78 -0.69 0.59
H -0.27 0.75 -0.24
O 3.42 2.25 -2.38
H 1.25 4.18 3.57
O -1.82 1.97 -2.43
H -1.74 2.93 -2.23
H 3.12 -2.31 -3.08
O 1.26 -2.72 -0.76
H 3.10 2.95 -1.84
H 0.81 -1.82 -0.75
O 0.11 0.70 5.90
H -0.57 0.15 5.49
H -0.17 -3.40 -3.83
O 0.56 4.36 2.87
H 0.07 3.53 2.91
H 2.91 -2.95 -2.08
O -1.63 -2.48 -1.24
H -2.83 3.84 0.99
H -2.50 -5.15 -2.44
O -1.05 -1.67 5.21
H -1.23 -1.87 4.33
H -1.06 -2.49 5.76
O -0.21 -2.97 1.27
H -0.58 -2.70 0.42
H 2.68 -0.18 -3.98
O 3.04 -3.32 -3.13
H -1.35 -1.50 -1.01
H 1.66 -2.87 0.09
O -3.38 2.31 3.84
H -3.16 2.84 3.08
H -2.57 1.86 4.12
O -0.57 4.98 0.26
H -0.33 4.91 1.15
H -0.47 5.94 0.23
O 2.83 -0.88 -0.35
H 0.04 -3.87 0.97
H 3.63 -0.44 -0.59
O 0.42 -3.42 -3.13
H 2.04 -3.38 -3.29
H 0.02 -3.41 -2.19
O 0.32 2.75 -0.74
H -0.29 3.12 -0.14
H 0.21 3.47 -1.35
O 3.02 -0.65 -3.08
H -0.30 0.96 -1.70
H -0.38 1.38 6.44
O -3.28 -4.75 -2.01
H -2.53 1.79 -1.81
H -3.16 -4.72 -1.03
O -2.80 2.86 0.90
H 4.40 2.29 -2.38
H -3.73 2.62 0.83
H -2.15 -2.38 -2.00
H 2.52 -0.01 -2.55

[4]
The following is a quantum chemistry calculation of 2 unconnected molecules or ions with the total composition C2H3N2O2S at a distorted geometry, from OMol25.

LUMO = 3.23 eV
HOMO = -2.7 eV
total charge = -1
energy above the lowest of the compared OMol25 structures with the same formula, charge and spin = 288.5 kJ/mol

Atoms and positions in Å:
C 1.97 0.67 0.10
C -1.37 0.65 0.04
N 0.10 -0.94 -0.79
N -0.82 -0.53 0.07
O -1.16 -1.48 0.90
O 1.14 1.39 0.47
S 3.22 -0.15 -0.33
H -1.36 1.30 -0.91
H -2.06 0.88 0.88
H 0.34 -1.79 -0.44

[5]
The following is a quantum chemistry calculation of a molecular structure, C55H70BrCl2FN5O2RbSSi3, from OMol25.

LUMO = 3.46 eV
HOMO = -1.4 eV
total charge = -2

Atoms and positions in Å:
Rb 0.05 0.04 0.57
C -3.57 -1.46 0.41
O -2.47 -1.46 -0.49
C -2.27 -2.56 -1.24
C -3.12 -3.65 -1.30
C -2.81 -4.70 -2.16
Br -4.01 -6.17 -2.27
C -1.67 -4.71 -2.93
C -0.79 -3.62 -2.83
C -1.12 -2.54 -2.04
O -0.36 -1.42 -1.99
C 0.50 -3.66 -3.53
N 0.75 -4.30 -4.64
C 2.11 -4.12 -4.87
C 2.91 -4.59 -5.90
C 4.26 -4.27 -5.88
C 4.81 -3.49 -4.84
C 4.03 -3.01 -3.81
C 2.67 -3.34 -3.85
N 1.62 -3.05 -3.01
H -4.52 -1.56 -0.13
H -3.56 -0.49 0.91
H -3.47 -2.26 1.15
H -4.01 -3.70 -0.69
H -1.41 -5.53 -3.58
H 0.23 -1.37 -2.75
H 2.49 -5.20 -6.69
H 4.91 -4.63 -6.66
H 5.87 -3.26 -4.86
H 4.44 -2.42 -3.00
H 1.71 -2.61 -2.10
C -2.34 -5.53 3.65
Si -0.96 -4.82 4.71
C -1.48 -5.26 6.49
C 0.66 -5.75 4.45
C -0.77 -2.96 4.67
C -0.95 -2.17 5.79
C -0.82 -0.79 5.72
C -0.52 -0.24 4.49
N -0.32 -0.95 3.38
C -0.43 -2.31 3.44
S -0.13 -3.22 2.01
H -2.47 -6.60 3.86
H -2.10 -5.42 2.59
H -3.29 -5.02 3.85
H -1.59 -6.34 6.58
H -2.44 -4.80 6.76
H -0.73 -4.94 7.23
H 0.60 -6.77 4.85
H 1.49 -5.23 4.95
H 0.89 -5.81 3.38
H -1.20 -2.64 6.74
H -0.96 -0.16 6.59
H -0.42 0.84 4.38
C -1.77 4.60 -1.71
C -2.41 3.27 -2.10
C -1.34 2.18 -2.18
C -3.60 2.86 -1.22
C -4.83 2.75 -1.85
C -5.97 2.35 -1.17
C -5.86 2.06 0.17
C -4.65 2.17 0.87
C -4.79 1.81 2.36
C -5.46 2.97 3.12
C -3.55 1.37 3.14
C -3.48 2.58 0.18
N -2.22 2.61 0.74
C -1.79 3.58 1.54
C -2.51 4.74 1.96
C -1.96 5.69 2.81
C -0.66 5.57 3.29
C 0.10 4.47 2.88
C -0.47 3.53 2.05
F 0.28 2.49 1.63
H -1.08 4.92 -2.50
H -1.19 4.51 -0.79
H -2.52 5.38 -1.57
H -2.83 3.40 -3.10
H -0.89 2.04 -1.21
H -0.55 2.48 -2.88
H -1.77 1.23 -2.52
H -4.90 2.98 -2.91
H -6.92 2.27 -1.68
H -6.74 1.73 0.71
H -5.48 0.97 2.38
H -4.78 3.82 3.16
H -5.69 2.67 4.14
H -6.38 3.28 2.62
H -2.93 2.23 3.41
H -2.93 0.68 2.57
H -3.86 0.88 4.06
H -3.52 4.86 1.58
H -2.56 6.55 3.10
H -0.23 6.32 3.94
H 1.12 4.34 3.19
N 2.89 -1.55 -0.26
C 3.69 -1.59 0.56
C 4.68 -1.62 1.60
C 4.45 -2.41 2.73
C 5.40 -2.46 3.73
C 6.58 -1.73 3.61
C 6.79 -0.94 2.49
C 5.85 -0.88 1.49
H 3.52 -2.96 2.81
H 5.23 -3.06 4.61
H 7.32 -1.77 4.40
H 7.70 -0.36 2.41
H 6.00 -0.26 0.61
C 5.25 3.49 -1.47
Si 3.49 3.17 -0.80
C 3.75 2.49 0.95
C 2.77 4.91 -0.62
C 2.54 2.02 -1.80
Si 2.39 1.94 -3.57
C 1.91 3.59 -4.39
C 3.97 1.45 -4.53
C 1.12 0.62 -4.07
H 5.84 4.12 -0.78
H 5.21 4.01 -2.44
H 5.79 2.55 -1.62
H 4.52 3.03 1.51
H 4.05 1.44 0.89
H 2.82 2.53 1.53
H 3.42 5.59 -0.06
H 1.79 4.88 -0.12
H 2.61 5.35 -1.62
H 2.04 1.23 -1.25
H 2.79 4.25 -4.44
H 1.15 4.11 -3.78
H 1.52 3.48 -5.41
H 4.77 2.16 -4.30
H 3.83 1.44 -5.62
H 4.31 0.46 -4.21
H 0.27 0.63 -3.38
H 1.58 -0.38 -4.04
H 0.73 0.77 -5.09
Cl -3.26 -0.54 -6.33
C -3.33 0.37 -4.80
Cl -3.65 -0.69 -3.42
H -4.12 1.09 -4.87
H -2.37 0.85 -4.64

[6]
The following is a quantum chemistry calculation of 5 unconnected molecules or ions with the total composition CH11O5 at a distorted geometry, from OMol25.

LUMO (alpha / beta) = 0.24 / -3.85 eV
HOMO (alpha / beta) = -11.1 / -11.1 eV
multiplicity = 2
energy above the lowest of the compared OMol25 structures with the same formula, charge and spin = 48.4 kJ/mol

Atoms and positions in Å:
C -0.59 1.09 -1.82
O -0.51 0.09 -0.91
H -1.06 1.95 -1.29
H 0.41 1.40 -2.20
H -1.24 0.82 -2.67
H 2.44 2.59 4.24
H 1.00 2.27 3.97
O 1.67 2.19 4.66
H -1.48 -1.07 -0.76
H -2.87 -1.01 -0.16
O -2.26 -1.67 -0.50
H 1.78 -1.04 0.54
H 0.39 -0.54 0.68
O 1.12 -0.87 1.23
H 0.12 -1.33 -1.56
H 0.33 -2.83 -1.57
O 0.75 -2.02 -1.88

These records have E values of -3816.5317; -365.1087; -1376.1731; -736.1133; -7447.2996; -420.7735 Ha, in the order they appear.